Record 1
ORCA calculation (ωB97M-V with the def2-TZVPD basis set) on a cluster of 3 separate species, C3H12O2S in total.

CARTESIAN COORDINATES (ANGSTROEM)
C 1.44 1.39 1.17
C 1.95 2.39 0.07
S 1.63 1.79 -1.66
C 2.10 0.06 -1.61
H 0.63 1.75 1.80
H 2.29 1.13 1.81
H 1.10 0.51 0.64
H 3.01 2.55 0.16
H 1.36 3.29 0.18
H 2.84 -0.12 -2.42
H 2.67 -0.25 -0.74
H 1.34 -0.65 -1.92
H -6.18 -2.24 1.64
H -4.88 -2.41 0.99
O -5.30 -2.57 1.86
H -1.79 -1.44 -0.58
H -2.21 -2.85 -1.07
O -2.00 -2.34 -0.32

Properties
**Frontier orbital gap**: 9.1 eV
**Charge**: 0
**Energy above the lowest of the compared OMol25 structures with the same formula, charge and spin**: 22.1 kcal/mol
**SMILES**: CCSC.O.O

---

Record 2
ORCA calculation (ωB97M-V with the def2-TZVPD basis set) on a cluster of 2 separate species, C11H18FNO2S in total.

CARTESIAN COORDINATES (ANGSTROEM)
F -3.59 -1.39 5.19
S -3.76 -1.38 3.57
C -2.46 -0.25 3.20
C -2.04 -0.12 1.94
O -3.44 -2.70 3.12
O -5.06 -0.81 3.34
H -2.11 0.30 4.07
H -1.27 0.62 1.72
H -2.49 -0.67 1.11
C 2.12 -2.54 -0.47
C 1.54 -2.05 0.90
C 0.95 -0.73 0.59
C 1.14 -0.36 -0.71
N 0.75 0.78 -1.31
C 1.06 1.10 -2.69
C 0.48 2.50 -2.93
C 0.00 3.03 -1.57
C 0.21 1.89 -0.55
C 1.91 -1.41 -1.49
H 3.19 -2.77 -0.38
H 1.61 -3.44 -0.80
H 0.81 -2.77 1.29
H 2.36 -1.98 1.63
H 0.47 -0.12 1.35
H 2.15 1.08 -2.87
H 0.62 0.35 -3.37
H 1.25 3.15 -3.36
H -0.35 2.44 -3.64
H 0.58 3.90 -1.26
H -1.05 3.31 -1.60
H -0.74 1.62 -0.06
H 0.90 2.21 0.25
H 2.88 -1.02 -1.84
H 1.37 -1.75 -2.38

Properties
**Frontier orbital gap**: 7.6 eV
**Charge**: 0
**Energy above the lowest of the compared OMol25 structures with the same formula, charge and spin**: 0.0 kcal/mol
**SMILES**: C1=C(N2CCCC2)CCC1.C=CS(=O)(=O)F

---

Record 3
ORCA calculation (ωB97M-V with the def2-TZVPD basis set) on a cluster of 3 separate species, C2H2FNO2 in total.

CARTESIAN COORDINATES (ANGSTROEM)
C 0.92 0.96 -0.12
C -1.62 -0.90 -1.31
N 0.84 1.71 -1.04
O 0.92 0.39 0.89
O -2.30 -1.65 -0.82
F -0.12 -1.46 2.46
H 0.30 -0.78 1.96
H 1.07 1.74 -2.01

Properties
**Frontier orbital gap**: 12.5 eV
**Charge**: 0
**Energy above the lowest of the compared OMol25 structures with the same formula, charge and spin**: 9.4 kcal/mol